[1]
The following is a DFT calculation (wB97M-V/def2-TZVPD) of an isolated molecule of C5H5NO in a non-equilibrium geometry.

The geometry in XYZ format:
```
12
Properties=species:S:1:pos:R:3:lowdin_charge:R:1
N 1.269 -0.051 -2.313 0.170
C 0.240 -0.287 -1.840 -0.142
C -0.809 -0.397 -0.810 -0.254
O -0.484 -1.448 0.125 -0.036
C -0.218 -0.474 1.167 -0.197
C 0.917 0.428 0.710 -0.039
C -0.500 0.652 0.243 -0.157
H -1.835 -0.458 -1.187 0.153
H -0.564 -0.779 2.150 0.147
H 1.330 1.328 1.168 0.116
H 1.665 -0.088 0.118 0.099
H -1.010 1.575 0.468 0.142
```

The SMILES is N#C[C@H]1O[C@H]2C[C@H]21. Its LUMO energy is 0.905 eV. The value obtained for the total energy is -8800.268 eV. The calculation puts the relative energy (zero: lowest compared OMol25 entry of this formula, charge and spin) at 304.03 kJ/mol. The HOMO energy is -10.06 eV.

[2]
The following is a DFT calculation (wB97M-V/def2-TZVPD) of a 2-piece molecular cluster, CH4O4 overall in a non-equilibrium geometry.

The geometry in XYZ format:
```
9
Properties=species:S:1:pos:R:3:lowdin_charge:R:1
H 3.481 0.535 0.000 0.087
O 2.993 -0.321 0.000 -0.023
O 1.475 0.178 0.000 -0.063
O 0.770 -0.852 0.000 -0.005
O -1.216 1.336 0.000 -0.059
C -1.730 0.014 0.000 -0.207
H -2.821 0.246 0.000 0.078
H -1.476 -0.568 -0.927 0.104
H -1.476 -0.568 0.927 0.089
```

Its LUMO energy (alpha / beta) is -1.408 / -1.134 eV. The value obtained for the total energy is -9282.616 eV. The calculation puts the relative energy (zero: lowest compared OMol25 entry of this formula, charge and spin) at 933.13 kJ/mol. The HOMO energy (alpha / beta) is -10.09 / -10.69 eV.

[3]
The following is a DFT calculation (wB97M-V/def2-TZVPD) of C51H40Cl2NO3P2V as an isolated structure in a non-equilibrium geometry.

The geometry in XYZ format:
```
100
Properties=species:S:1:pos:R:3:lowdin_charge:R:1
V 0.015 0.312 -1.549 0.782
Cl 4.685 5.514 -0.969 0.640
C 3.354 4.441 -1.312 -0.677
C 2.898 4.338 -2.624 -0.141
C 1.822 3.504 -2.883 -0.580
Cl 1.240 3.350 -4.513 0.700
C 1.176 2.778 -1.884 -0.350
O 0.077 2.069 -2.161 -0.206
C 1.728 2.819 -0.567 -0.160
C 1.282 1.918 0.417 -0.175
O 0.449 0.923 0.161 -0.266
C 2.798 3.704 -0.298 -0.075
H 3.371 4.890 -3.422 0.099
H 1.699 1.959 1.420 0.119
H 3.195 3.765 0.708 0.112
O -1.968 -2.717 2.209 -0.043
C -2.975 -2.935 1.302 -0.257
C -4.181 -3.514 1.685 0.002
C -5.150 -3.804 0.742 -0.064
C -4.927 -3.517 -0.595 -0.077
C -3.730 -2.927 -0.966 -0.086
C -2.734 -2.621 -0.037 -0.252
P -1.136 -1.857 -0.569 1.137
C -1.737 -1.066 -2.148 -0.450
C -1.717 -1.709 -3.396 -0.096
C -2.287 -1.118 -4.503 -0.065
C -2.877 0.143 -4.407 -0.051
C -2.906 0.798 -3.193 -0.045
C -2.356 0.197 -2.061 -0.143
C -0.174 -3.309 -1.144 -0.347
C 1.217 -3.192 -1.081 -0.096
C 2.037 -4.246 -1.456 -0.063
C 1.476 -5.442 -1.877 -0.078
C 0.095 -5.581 -1.914 -0.078
C -0.725 -4.526 -1.543 -0.086
C -2.360 -2.414 3.511 -0.293
C -2.623 -3.432 4.408 -0.022
C -3.012 -3.109 5.700 -0.069
C -3.126 -1.777 6.076 -0.074
C -2.807 -0.769 5.177 -0.072
C -2.403 -1.074 3.881 -0.268
P -1.636 0.088 2.662 1.142
C -2.150 1.723 3.308 -0.389
C -3.529 1.926 3.424 -0.125
C -4.039 3.163 3.781 -0.087
C -3.176 4.231 4.001 -0.092
C -1.810 4.049 3.860 -0.080
C -1.298 2.803 3.516 -0.094
C 0.067 -0.173 3.320 -0.352
C 0.926 -0.985 2.585 -0.107
C 2.200 -1.275 3.056 -0.074
C 2.631 -0.748 4.264 -0.087
C 1.773 0.045 5.016 -0.080
C 0.496 0.320 4.552 -0.095
H -4.365 -3.739 2.725 0.109
H -6.078 -4.263 1.058 0.109
H -5.677 -3.736 -1.343 0.105
H -3.582 -2.676 -2.005 0.098
H -1.237 -2.676 -3.482 0.111
H -2.263 -1.632 -5.455 0.116
H -3.303 0.611 -5.284 0.112
H -3.351 1.780 -3.111 0.121
H -2.462 0.689 -1.094 0.126
H 1.657 -2.263 -0.746 0.074
H 3.112 -4.129 -1.410 0.109
H 2.111 -6.271 -2.163 0.105
H -0.348 -6.516 -2.231 0.104
H -1.799 -4.661 -1.564 0.101
H -2.518 -4.465 4.099 0.128
H -3.225 -3.897 6.409 0.105
H -3.438 -1.523 7.081 0.104
H -2.860 0.267 5.487 0.105
H -4.207 1.100 3.236 0.105
H -5.108 3.297 3.883 0.102
H -3.570 5.202 4.271 0.101
H -1.134 4.881 4.011 0.104
H -0.229 2.680 3.401 0.097
H 0.592 -1.392 1.641 0.057
H 2.859 -1.905 2.473 0.102
H 3.630 -0.959 4.625 0.101
H 2.096 0.443 5.970 0.102
H -0.176 0.912 5.162 0.103
C 3.826 -0.193 -0.899 -0.028
C 3.729 -0.417 -2.385 -0.202
C 4.887 -0.588 -3.135 -0.055
C 4.832 -0.769 -4.505 -0.081
C 3.601 -0.775 -5.147 -0.053
C 2.423 -0.609 -4.437 -0.207
C 1.098 -0.604 -5.143 -0.041
C 2.487 -0.442 -3.042 -0.235
N 1.327 -0.288 -2.300 -0.034
H 4.131 0.835 -0.687 0.088
H 4.570 -0.860 -0.459 0.082
H 2.870 -0.352 -0.404 0.047
H 5.845 -0.571 -2.626 0.111
H 5.744 -0.897 -5.074 0.100
H 3.552 -0.901 -6.222 0.108
H 1.235 -0.456 -6.214 0.081
H 0.455 0.186 -4.755 0.061
H 0.583 -1.556 -4.993 0.073
```

Its LUMO energy (alpha / beta) is -0.126 / -0.310 eV. The value obtained for the total energy is -130479.399 eV. The calculation puts the relative energy (zero: lowest compared OMol25 entry of this formula, charge and spin) at 19.07 kJ/mol. The HOMO energy (alpha / beta) is -5.59 / -7.69 eV. Its spin multiplicity is 3.

[4]
The following is a DFT calculation (wB97M-V/def2-TZVPD) of a 2-piece molecular cluster, C2H6N4 overall in a non-equilibrium geometry.

The geometry in XYZ format:
```
12
Properties=species:S:1:pos:R:3:lowdin_charge:R:1
C 2.365 0.088 -0.017 -0.126
C -2.367 -0.243 0.042 -0.102
N -1.411 -0.919 -0.018 0.313
N 1.208 0.215 0.025 0.348
N 3.614 0.023 0.062 0.269
N -3.283 0.603 0.055 0.299
H -1.167 -1.898 -0.010 0.167
H 0.278 0.054 -0.313 0.073
H 4.083 -0.647 0.673 0.185
H 4.219 0.651 -0.467 0.185
H -3.716 0.931 0.923 0.196
H -3.705 0.927 -0.818 0.194
```

Its LUMO energy is -8.194 eV. The value obtained for the total energy is -8112.383 eV. Its net charge is +2. The calculation puts the relative energy (zero: lowest compared OMol25 entry of this formula, charge and spin) at 28.42 kJ/mol. The HOMO energy is -20.15 eV.